# 1
Density functional theory data (ωB97M-V/def2-TZVPD) for a cluster of 5 separate species, C10H30O5 in total in a non-equilibrium geometry.

Output
**E_LUMO**: 0.74 eV
**SMILES**: CCO.CCO.CCO.CCO.CCO
**ΔE to the lowest compared entry with this formula, charge and spin**: 14.2 kcal per mole
**Highest occupied orbital energy**: -9.892 eV
**Frontier orbital gap**: 10.6 eV

Positions of all 45 atoms, in Å:
C1 -9.240 15.936 -24.609
C2 -8.821 15.371 -23.266
O1 -9.924 15.484 -22.353
H1 -9.982 15.257 -25.046
H2 -8.439 15.915 -25.349
H3 -9.767 16.873 -24.451
H4 -7.949 15.855 -22.821
H5 -8.629 14.303 -23.340
H6 -10.081 16.417 -22.174
C3 -13.806 17.663 -25.868
C4 -12.692 16.958 -25.099
O2 -12.765 15.533 -25.282
H7 -13.521 17.565 -26.921
H8 -13.894 18.706 -25.577
H9 -14.759 17.135 -25.828
H10 -12.735 17.191 -24.032
H11 -11.735 17.261 -25.525
H12 -12.885 15.145 -24.406
C5 -15.251 16.923 -22.343
C6 -15.812 18.235 -22.841
O3 -17.211 17.976 -23.116
H13 -15.725 16.654 -21.400
H14 -14.173 16.955 -22.195
H15 -15.475 16.144 -23.072
H16 -15.387 18.565 -23.787
H17 -15.753 18.998 -22.059
H18 -17.656 18.815 -23.262
C7 -14.399 13.206 -22.246
C8 -12.951 13.475 -21.968
O4 -12.661 14.861 -22.174
H19 -15.071 13.794 -21.618
H20 -14.613 12.147 -22.073
H21 -14.660 13.420 -23.283
H22 -12.344 12.855 -22.650
H23 -12.612 13.169 -20.972
H24 -11.696 14.961 -22.152
C9 -12.791 18.392 -29.806
C10 -12.272 19.698 -30.385
O5 -11.922 20.598 -29.350
H25 -12.164 18.078 -28.971
H26 -12.844 17.638 -30.589
H27 -13.781 18.543 -29.366
H28 -13.022 20.164 -31.034
H29 -11.411 19.503 -31.035
H30 -12.373 21.431 -29.495

Partial atomic charges computed with the Löwdin method, in multiples of e: C -0.0793; C -0.2789; O -0.1056; H 0.0757; H 0.0795; H 0.0648; H 0.1101; H 0.1147; H 0.0947; C -0.0813; C -0.3048; O -0.0900; H 0.0538; H 0.0701; H 0.0791; H 0.0966; H 0.0914; H 0.0447; C -0.0941; C -0.2949; O -0.0983; H 0.0798; H 0.0551; H 0.0761; H 0.0831; H 0.1102; H 0.0720; C -0.0905; C -0.3130; O -0.1104; H 0.0727; H 0.0774; H 0.0750; H 0.1154; H 0.1123; H 0.0392; C -0.0922; C -0.3349; O -0.0764; H 0.0667; H 0.0733; H 0.0698; H 0.1097; H 0.1053; H 0.0765

# 2
Density functional theory data (ωB97M-V/def2-TZVPD) for a cluster of 5 separate species, C6H19NO4 in total in a non-equilibrium geometry.

Output
**E_LUMO (spin up / spin down)**: 3.13 / 3.12 eV
**ΔE to the lowest compared entry with this formula, charge and spin**: 0.0 kcal per mole
**Net charge**: -1
**Highest occupied orbital energy (spin up / spin down)**: -0.656 / -3.864 eV
**2S+1**: 2
**Frontier orbital gap (spin up / spin down)**: 3.8 / 7.0 eV

Positions of all 30 atoms, in Å:
C1 -3.482 1.393 0.272
C2 -2.256 0.514 0.477
C3 -0.964 1.266 0.853
C4 -0.371 1.986 -0.375
C5 -0.619 3.297 -0.589
C6 1.387 1.497 -2.043
N1 0.526 1.234 -1.123
H1 -3.379 2.403 0.674
H2 -3.751 1.714 -0.749
H3 -4.409 0.897 0.545
H4 -2.505 -0.048 1.399
H5 -2.089 -0.331 -0.200
H6 -1.241 1.937 1.670
H7 -0.265 0.545 1.277
H8 -0.382 3.982 -1.381
H9 -1.181 3.756 0.254
H10 2.142 0.783 -2.387
H11 1.372 2.477 -2.601
H12 2.441 -1.950 -0.695
H13 3.009 -2.430 -2.163
O1 2.523 -2.659 -1.374
H14 1.136 -4.115 -1.164
H15 1.660 -3.855 0.231
O2 0.873 -4.132 -0.242
H16 1.030 -0.329 0.284
H17 0.735 -1.941 0.350
O3 1.368 -1.225 0.488
H18 1.649 -2.618 3.008
H19 2.531 -1.863 2.187
O4 2.514 -2.189 3.116

Partial atomic charges computed with the Löwdin method, in multiples of e: C -0.1358; C -0.2677; C -0.1900; C -0.4479; C -0.0445; C -0.2142; N -0.1139; H 0.0610; H 0.0629; H 0.0505; H 0.0898; H 0.1031; H 0.0991; H 0.0735; H -0.0015; H 0.0175; H -0.0097; H 0.0134; H 0.0199; H 0.0404; O -0.0947; H 0.0225; H 0.0141; O -0.0798; H 0.0290; H 0.0413; O -0.0837; H 0.0273; H 0.0126; O -0.0947

# 3
Density functional theory data (ωB97M-V/def2-TZVPD) for a structure of composition C7H11CuO5 in a non-equilibrium geometry.

Output
**E_LUMO**: 0.35 eV
**ΔE to the lowest compared entry with this formula, charge and spin**: 6.7 kcal per mole
**Highest occupied orbital energy**: -7.886 eV
**Frontier orbital gap**: 8.2 eV

Positions of all 24 atoms, in Å:
O1 0.027 2.035 2.149
C1 -0.941 1.865 1.445
C2 -1.405 0.488 0.993
O2 -0.557 -0.517 1.236
C3 0.197 1.461 -1.660
C4 1.523 1.217 -0.967
O3 1.880 -0.143 -1.136
C5 3.178 -0.443 -0.670
H1 -1.557 2.717 1.073
H2 -0.200 2.446 -1.372
H3 0.351 1.408 -2.747
H4 2.286 1.872 -1.420
H5 1.477 1.445 0.109
H6 3.380 -1.497 -0.897
H7 3.929 0.186 -1.174
H8 3.246 -0.283 0.418
O4 -0.735 0.448 -1.366
C6 -1.845 0.540 -0.524
C7 -2.621 -0.735 -0.723
O5 -2.088 -1.759 -1.089
Cu1 0.285 -1.318 -0.352
H9 -2.472 1.418 -0.749
H10 -3.667 -0.727 -0.356
H11 -2.384 0.420 1.547

Partial atomic charges computed with the Löwdin method, in multiples of e: O 0.0625; C -0.2220; C -0.4508; O -0.1952; C -0.1346; C -0.1747; O -0.2320; C -0.0761; H 0.1253; H 0.1410; H 0.1403; H 0.1388; H 0.1266; H 0.1003; H 0.0977; H 0.1084; O -0.1376; C -0.2617; C -0.1761; O 0.0740; Cu 0.4867; H 0.1593; H 0.1420; H 0.1579

# 4
Density functional theory data (ωB97M-V/def2-TZVPD) for an isolated molecule of C3H6N2S in a non-equilibrium geometry.

Output
**E_LUMO**: 0.73 eV
**SMILES**: [H]/N=C1\NCCS1
**ΔE to the lowest compared entry with this formula, charge and spin**: 11.8 kcal per mole
**Highest occupied orbital energy**: -8.887 eV
**Frontier orbital gap**: 9.6 eV

Positions of all 12 atoms, in Å:
C1 -0.516 0.810 -0.870
C2 0.070 -0.737 0.798
C3 1.398 -0.061 0.571
H1 -2.048 0.956 -1.931
H2 -1.742 -0.699 -0.256
H3 -0.368 -0.364 1.749
H4 0.093 -1.843 0.842
H5 2.027 -0.645 -0.091
H6 1.948 0.080 1.500
N1 -1.183 1.490 -1.706
N2 -0.726 -0.463 -0.361
S1 1.045 1.476 -0.245

Partial atomic charges computed with the Löwdin method, in multiples of e: C -0.7538; C -0.2963; C -0.5021; H 0.0537; H 0.1589; H 0.1218; H 0.1246; H 0.0701; H 0.0788; N 0.0488; N -0.0399; S 0.9354

# 5
Density functional theory data (ωB97M-V/def2-TZVPD) for an isolated molecule of C4H13N5O2 in a non-equilibrium geometry.

Output
**E_LUMO**: 0.64 eV
**SMILES**: NCCN(CCN)N(O)N=O
**ΔE to the lowest compared entry with this formula, charge and spin**: 98.0 kcal per mole
**Highest occupied orbital energy**: -8.867 eV
**Frontier orbital gap**: 9.5 eV

Positions of all 24 atoms, in Å:
C1 -2.017 1.547 0.519
C2 -1.925 0.326 -0.348
C3 -0.032 -1.233 0.296
C4 1.264 -1.831 -0.237
H1 -0.335 1.401 1.873
H2 -1.720 0.628 2.340
H3 -3.075 1.823 0.611
H4 -1.483 2.311 -0.039
H5 -2.296 0.579 -1.319
H6 -2.530 -0.489 0.084
H7 0.143 -0.696 1.233
H8 -0.763 -1.983 0.397
H9 1.094 -1.871 -1.311
H10 1.404 -2.827 0.214
H11 3.164 -1.135 -0.650
H12 2.775 -1.053 0.970
H13 1.840 0.738 -0.064
N1 -1.381 1.458 1.912
N2 -0.636 -0.261 -0.641
N3 2.402 -0.932 0.004
N4 0.217 0.708 -1.111
N5 0.894 0.410 -2.258
O1 1.053 1.355 -0.124
O2 1.943 1.026 -2.352

Partial atomic charges computed with the Löwdin method, in multiples of e: C -0.2297; C -0.2014; C -0.1551; C -0.2284; H 0.0589; H 0.0294; H 0.1090; H 0.0973; H 0.1093; H 0.1257; H 0.1030; H 0.1039; H 0.1068; H 0.1168; H 0.0985; H 0.1131; H 0.0505; N 0.0026; N -0.1366; N -0.0183; N -0.1662; N -0.0100; O -0.0459; O -0.0331

# 6
Density functional theory data (ωB97M-V/def2-TZVPD) for a cluster of 5 separate species, C18H35F3O14 in total in a non-equilibrium geometry.

Output
**E_LUMO**: 4.13 eV
**ΔE to the lowest compared entry with this formula, charge and spin**: 0.0 kcal per mole
**Net charge**: -2
**Highest occupied orbital energy**: -0.643 eV
**Frontier orbital gap**: 4.8 eV

Positions of all 70 atoms, in Å:
O1 2.865 -2.250 -0.654
C1 2.425 -1.186 0.086
O2 3.219 -0.385 0.669
O3 1.193 -0.945 0.117
H1 3.809 -2.007 -0.680
O4 1.059 -4.319 0.433
C2 -0.224 -4.504 0.867
O5 -1.119 -3.682 0.527
O6 -0.512 -5.518 1.573
H2 1.145 -3.413 0.078
C3 0.570 -2.448 3.551
O7 0.716 -1.206 4.218
C4 0.328 -1.297 5.562
C5 0.154 0.108 6.189
O8 -0.440 0.959 5.240
C6 -1.224 1.962 5.828
C7 -1.772 2.884 4.745
O9 -0.773 3.494 3.966
C8 -1.290 4.272 2.922
H3 -0.423 -2.627 3.128
H4 0.878 -3.306 4.159
H5 1.223 -2.401 2.680
H6 1.142 -1.794 6.111
H7 -0.559 -1.935 5.631
H8 1.155 0.495 6.412
H9 -0.443 -0.042 7.096
H10 -0.698 2.504 6.620
H11 -2.164 1.564 6.240
H12 -2.348 3.632 5.316
H13 -2.454 2.334 4.090
H14 -0.998 5.319 3.121
H15 -2.379 4.389 2.916
H16 -0.904 4.043 1.931
C9 -4.855 1.783 0.225
O10 -4.674 0.822 -0.782
C10 -5.203 1.219 -2.032
C11 -4.054 1.520 -2.947
O11 -3.276 0.360 -3.179
C12 -2.154 0.674 -3.982
C13 -1.271 -0.544 -4.120
O12 -0.475 -0.779 -2.942
C14 0.305 -1.926 -3.124
H17 -5.913 2.006 0.380
H18 -4.340 2.722 -0.038
H19 -4.307 1.511 1.125
H20 -5.848 2.099 -1.919
H21 -5.869 0.471 -2.472
H22 -3.410 2.272 -2.476
H23 -4.382 1.894 -3.929
H24 -1.603 1.526 -3.577
H25 -2.509 0.911 -4.995
H26 -0.465 -0.289 -4.825
H27 -1.791 -1.478 -4.337
H28 0.675 -2.305 -2.177
H29 1.108 -1.810 -3.874
H30 -0.181 -2.781 -3.624
C15 2.961 1.084 -2.671
C16 4.362 0.559 -2.503
O13 4.912 0.147 -3.797
C17 5.318 -1.083 -3.937
O14 5.418 -1.940 -3.105
C18 5.776 -1.381 -5.407
F1 4.877 -2.213 -5.945
F2 5.846 -0.280 -6.139
F3 6.942 -2.007 -5.433
H31 2.872 1.996 -3.275
H32 2.438 1.267 -1.733
H33 2.338 0.370 -3.215
H34 4.211 -0.323 -1.889
H35 5.067 1.229 -2.021

Partial atomic charges computed with the Löwdin method, in multiples of e: O 0.0291; C -0.8528; O -0.1014; O -0.0404; H 0.0836; O 0.0163; C -0.8680; O -0.1002; O -0.1389; H 0.0510; C -0.0814; O -0.1661; C -0.2314; C -0.1921; O -0.1055; C -0.2172; C -0.2227; O -0.1534; C -0.1265; H 0.0985; H 0.0881; H 0.0874; H 0.1153; H 0.1184; H 0.1232; H 0.1145; H 0.1233; H 0.1224; H 0.1191; H 0.1274; H 0.0783; H 0.0772; H 0.0902; C -0.1205; O -0.1537; C -0.2142; C -0.2184; O -0.1114; C -0.2014; C -0.1898; O -0.1627; C -0.1314; H 0.0805; H 0.0828; H 0.0904; H 0.1141; H 0.1252; H 0.1273; H 0.1217; H 0.1300; H 0.1174; H 0.1206; H 0.1250; H 0.0802; H 0.0746; H 0.0818; C -0.0497; C -0.1526; O 0.0409; C -0.4107; O 0.1646; C -0.5675; F 0.1573; F 0.1649; F 0.1670; H 0.0684; H 0.0941; H 0.0726; H 0.0872; H 0.1300

| no. | electronic energy (eV) |
| --- | --- |
| 1 | -21092.5760 |
| 2 | -16208.5092 |
| 3 | -62311.4422 |
| 4 | -17023.5300 |
| 5 | -15899.3781 |
| 6 | -56048.0316 |